ORCA calculation (the ωB97M-V functional and the def2-TZVPD basis) on 2 unconnected molecules or ions with the total composition C8H8N4O4.

* gap between HOMO and LUMO: 9.50 eV
* E: -22575.333 eV
* LUMO level: -0.43 eV
* SMILES: O=c1cc[nH]c(=O)[nH]1.O=c1cc[nH]c(=O)[nH]1
* HOMO level: -9.94 eV
* maximum force: 6.3 eV Å⁻¹

Structure (ORCA input):
```
! RIJCOSX wB97M-V def2-TZVPD def2/J DEFGRID3
* xyz 0 1
C 4.08349 -0.54676 -0.38717
C 2.96024 -1.47860 -0.47450
C 1.66837 -0.98235 -0.29036
C 2.72910 0.90379 0.90012
C -3.47114 1.23274 -0.50076
C -1.95130 1.14796 -0.60491
C -1.34703 -0.10030 -0.33435
C -3.40214 -1.21529 0.38137
H 4.59185 1.26732 0.35396
H 2.99738 -2.40191 -1.05391
H 0.76196 -1.60013 -0.45982
H 0.79081 0.77788 0.75263
H -5.04707 -0.11406 0.06506
H -1.40065 2.15717 -0.76415
H -0.24298 -0.29522 -0.33692
H -1.61056 -2.10416 0.51428
N 3.96599 0.43481 0.45818
N 1.54863 0.19085 0.47824
N -4.00136 0.01386 -0.02698
N -2.10144 -1.26574 -0.04298
O 5.13632 -0.45920 -1.10477
O 2.47529 2.03460 1.27481
O -4.17362 2.16006 -0.80646
O -3.98062 -2.11927 0.97728
*
```